[1]
The following is a DFT calculation (ωB97M-V/def2-TZVPD) of a 2-piece molecular cluster, H4N4O2 overall at a distorted geometry.

CARTESIAN COORDINATES (ANGSTROEM)
N 1.5769 0.6603 0.6047
N 2.3667 0.0417 -0.0786
N -1.3485 0.0711 0.6548
N -0.2917 -0.7083 0.8829
O 0.0392 -1.4954 -0.2275
O -1.6334 0.8157 -0.5932
H -0.3285 -1.0324 -0.9670
H 3.2022 0.5522 -0.4217
H -1.4574 0.8278 1.2841
H -2.1255 0.2675 -1.1384

Charge: 0
Energy relative to the best compared isomer or geometry (same formula, charge and spin): 2.5507 eV
Strongest force on any atom: 3.7 eV Å⁻¹
E_HOMO (alpha / beta): -8.26 / -7.72 eV

Results of the Mulliken charge analysis, in e, for atoms 1 through 5:
1. N -0.06
2. N -0.17
3. N -0.07
4. N -0.11
5. O -0.28

[2]
The following is a DFT calculation (ωB97M-V/def2-TZVPD) of an isolated ion of composition H4NO2P2 and charge -1 at a distorted geometry.

CARTESIAN COORDINATES (ANGSTROEM)
N 0.6096 0.4910 1.3214
P -0.9187 0.9415 0.9131
O -1.2220 2.3573 1.2525
O -2.0123 -0.0252 1.4544
P -1.2875 -1.6811 1.1397
H 0.5951 -0.3817 0.7602
H 0.9853 0.4602 2.2873
H -1.0496 0.7984 -0.3577
H -0.0734 -1.5626 1.9305

Charge: -1
Energy relative to the best compared isomer or geometry (same formula, charge and spin): 2.1472 eV
Structure (SMILES): N[PH]1([O-])OP1
Strongest force on any atom: 5.0 eV Å⁻¹
E_HOMO: -2.43 eV

Results of the Mulliken charge analysis, in e, for atoms 1 through 5:
1. N -0.69
2. P 0.61
3. O -0.71
4. O -0.45
5. P -0.29

[3]
The following is a DFT calculation (ωB97M-V/def2-TZVPD) of H4NO2SSi as an isolated structure at a distorted geometry.

CARTESIAN COORDINATES (ANGSTROEM)
N 3.4774 -0.6471 0.2433
O -2.5986 -0.2803 -0.6863
O -2.6961 -0.1526 1.7386
Si 2.3066 -0.0208 -0.7555
S -3.4855 -0.3272 0.5140
H -4.5188 1.1762 0.5447
H 3.6192 -0.4383 1.2970
H 2.5034 -0.4246 -2.2474
H 1.3924 1.1145 -0.6484

Charge: -1
Energy relative to the best compared isomer or geometry (same formula, charge and spin): 3.5117 eV
Strongest force on any atom: 2.8 eV Å⁻¹
E_HOMO: -3.06 eV

Results of the Mulliken charge analysis, in e, for atoms 1 through 5:
1. N -0.51
2. O -0.56
3. O -0.53
4. Si 0.39
5. S 0.15

[4]
The following is a DFT calculation (ωB97M-V/def2-TZVPD) of one molecule with the formula H4NP3 at a distorted geometry.

CARTESIAN COORDINATES (ANGSTROEM)
N 1.6467 -0.4628 1.3497
P -0.5826 1.1247 0.7385
P 1.2944 0.1943 0.0099
P -1.5947 -0.8518 0.2950
H 1.9234 1.5075 -0.3225
H 1.3218 -0.5178 -1.2226
H -2.8964 -0.1997 0.0936
H -1.1127 -0.7944 -0.9416

Charge: 0
Energy relative to the best compared isomer or geometry (same formula, charge and spin): 3.3830 eV
Strongest force on any atom: 3.7 eV Å⁻¹
E_HOMO (alpha / beta): -8.60 / -9.09 eV

Results of the Mulliken charge analysis, in e, for atoms 1 through 5:
1. N -0.45
2. P 0.08
3. P 0.08
4. P -0.07
5. H 0.10

[5]
The following is a DFT calculation (ωB97M-V/def2-TZVPD) of a 2-piece molecular cluster, H4NS overall.

CARTESIAN COORDINATES (ANGSTROEM)
N -1.0488 -0.3220 0.9010
H -0.6601 -0.1196 -0.0311
H -1.2553 0.5894 1.2999
H -0.2335 -0.6439 1.4137
S 0.9503 0.4057 -1.8372
H 2.2474 0.0904 -1.7463

Charge: -1
Energy relative to the best compared isomer or geometry (same formula, charge and spin): 0.0266 eV
Strongest force on any atom: 0.2 eV Å⁻¹
E_HOMO: -2.60 eV

Results of the Mulliken charge analysis, in e, for atoms 1 through 5:
1. N -0.72
2. H 0.23
3. H 0.20
4. H 0.22
5. S -0.87

[6]
The following is a DFT calculation (ωB97M-V/def2-TZVPD) of a 2-piece molecular cluster, H4NS overall.

CARTESIAN COORDINATES (ANGSTROEM)
N -1.2449 0.3409 2.3998
H -1.6052 -0.3194 3.0768
H -0.5294 -0.1371 1.8623
H -1.9847 0.6262 1.7747
S 0.8136 -0.1798 -1.3242
H -0.4724 0.0338 -1.0028

Charge: -1
Energy relative to the best compared isomer or geometry (same formula, charge and spin): 0.1687 eV
Strongest force on any atom: 0.5 eV Å⁻¹
E_HOMO: -2.42 eV

Results of the Mulliken charge analysis, in e, for atoms 1 through 5:
1. N -0.66
2. H 0.19
3. H 0.25
4. H 0.21
5. S -0.89

[7]
The following is a DFT calculation (ωB97M-V/def2-TZVPD) of a 2-piece molecular cluster, H4O2 overall at a distorted geometry.

CARTESIAN COORDINATES (ANGSTROEM)
O -0.3768 -1.5825 -0.6532
H -1.1465 -1.2215 -1.0930
H 0.1467 -0.8164 -0.4181
O 0.4999 0.8337 0.6135
H 0.8123 1.6138 0.1552
H 0.0645 1.1731 1.3956

Charge: -1
<S²>: 0.751
Energy relative to the best compared isomer or geometry (same formula, charge and spin): 0.0651 eV
Multiplicity: 2
Strongest force on any atom: 1.6 eV Å⁻¹
E_HOMO (alpha / beta): 1.17 / -6.54 eV

Results of the Mulliken charge analysis, in e, for atoms 1 through 5:
1. O -1.37
2. H 0.43
3. H 0.63
4. O -2.29
5. H 0.84

[8]
The following is a DFT calculation (ωB97M-V/def2-TZVPD) of a 2-piece molecular cluster, H4O2 overall at a distorted geometry.

CARTESIAN COORDINATES (ANGSTROEM)
O 1.8142 -0.0656 0.0289
H 1.3652 -0.8467 -0.1610
H 1.0741 0.5388 -0.0678
O -1.1682 -0.1492 -0.0434
H -1.0121 0.8279 -0.0481
H -2.0731 -0.3052 0.2915

Charge: 0
Energy relative to the best compared isomer or geometry (same formula, charge and spin): 0.3090 eV
Structure (SMILES): O.O
Strongest force on any atom: 2.7 eV Å⁻¹
E_HOMO: -11.28 eV

Results of the Mulliken charge analysis, in e, for atoms 1 through 5:
1. O -0.60
2. H 0.30
3. H 0.31
4. O -0.64
5. H 0.32

[9]
The following is a DFT calculation (ωB97M-V/def2-TZVPD) of a 2-piece molecular cluster, H4O2 overall at a distorted geometry.

CARTESIAN COORDINATES (ANGSTROEM)
O 1.2401 0.0939 1.0683
H 0.9529 1.0030 1.2649
H 0.5360 -0.0429 0.3422
O -0.5944 -0.3158 -0.7575
H -0.8508 -1.0869 -1.2630
H -1.2838 0.3487 -0.6548

Charge: 0
Energy relative to the best compared isomer or geometry (same formula, charge and spin): 0.3337 eV
Structure (SMILES): O.O
Strongest force on any atom: 2.4 eV Å⁻¹
E_HOMO: -10.43 eV

Results of the Mulliken charge analysis, in e, for atoms 1 through 5:
1. O -0.67
2. H 0.27
3. H 0.42
4. O -0.65
5. H 0.31

[10]
The following is a DFT calculation (ωB97M-V/def2-TZVPD) of a 2-piece molecular cluster, H4O2 overall at a distorted geometry.

CARTESIAN COORDINATES (ANGSTROEM)
O -1.6239 0.6747 -0.2818
H -1.6278 -0.0662 0.2998
H -0.6719 0.6448 -0.4766
O 1.0363 -0.2873 -0.1211
H 1.6403 0.2209 0.4314
H 1.2470 -1.1870 0.1483

Charge: 0
Energy relative to the best compared isomer or geometry (same formula, charge and spin): 0.1409 eV
Structure (SMILES): O.O
Strongest force on any atom: 1.4 eV Å⁻¹
E_HOMO: -10.90 eV

Results of the Mulliken charge analysis, in e, for atoms 1 through 5:
1. O -0.64
2. H 0.29
3. H 0.37
4. O -0.66
5. H 0.33

[11]
The following is a DFT calculation (ωB97M-V/def2-TZVPD) of a 2-piece molecular cluster, H4O2 overall.

CARTESIAN COORDINATES (ANGSTROEM)
O -0.6657 -1.5297 -0.6364
H 0.0000 -1.6297 -1.3210
H -0.4750 -0.6729 -0.2287
O 0.2129 0.9835 0.5382
H 0.9670 1.5071 0.2541
H -0.0391 1.3418 1.3938

Charge: 0
Energy relative to the best compared isomer or geometry (same formula, charge and spin): 0.0332 eV
Structure (SMILES): O.O
Strongest force on any atom: 0.1 eV Å⁻¹
E_HOMO: -10.81 eV

Results of the Mulliken charge analysis, in e, for atoms 1 through 5:
1. O -0.64
2. H 0.30
3. H 0.38
4. O -0.65
5. H 0.30

[12]
The following is a DFT calculation (ωB97M-V/def2-TZVPD) of a 2-piece molecular cluster, H4O2 overall.

CARTESIAN COORDINATES (ANGSTROEM)
O -0.6823 -1.4303 -0.9641
H -0.7336 -0.5538 -0.5568
H 0.2547 -1.6463 -0.9382
O 0.2908 0.9884 0.5122
H 0.7380 0.7101 1.3193
H 0.1325 1.9318 0.6276

Charge: 0
Energy relative to the best compared isomer or geometry (same formula, charge and spin): 0.0471 eV
Structure (SMILES): O.O
Strongest force on any atom: 0.2 eV Å⁻¹
E_HOMO: -10.95 eV

Results of the Mulliken charge analysis, in e, for atoms 1 through 5:
1. O -0.65
2. H 0.36
3. H 0.30
4. O -0.64
5. H 0.31

[13]
The following is a DFT calculation (ωB97M-V/def2-TZVPD) of a 2-piece molecular cluster, H4O2 overall at a distorted geometry.

CARTESIAN COORDINATES (ANGSTROEM)
O -1.8177 0.1359 0.0410
H -2.4799 -0.4142 -0.4045
H -1.0255 -0.2959 -0.1634
O 1.6688 -0.0179 -0.1424
H 2.0101 -0.3626 0.7205
H 1.6442 0.9547 -0.0513

Charge: 0
Energy relative to the best compared isomer or geometry (same formula, charge and spin): 0.1597 eV
Structure (SMILES): O.O
Strongest force on any atom: 2.4 eV Å⁻¹
E_HOMO: -11.40 eV

Results of the Mulliken charge analysis, in e, for atoms 1 through 5:
1. O -0.63
2. H 0.32
3. H 0.32
4. O -0.66
5. H 0.33

[14]
The following is a DFT calculation (ωB97M-V/def2-TZVPD) of a 2-piece molecular cluster, H4O2 overall at a distorted geometry.

CARTESIAN COORDINATES (ANGSTROEM)
O 1.0782 0.0101 0.0628
H 1.9940 0.3632 0.0247
H 1.1987 -0.8589 -0.3183
O -1.7070 -0.1200 0.0279
H -1.7296 0.8330 -0.2253
H -0.8343 -0.2275 0.4282

Charge: 0
Energy relative to the best compared isomer or geometry (same formula, charge and spin): 0.1376 eV
Structure (SMILES): O.O
Strongest force on any atom: 1.5 eV Å⁻¹
E_HOMO: -10.89 eV

Results of the Mulliken charge analysis, in e, for atoms 1 through 5:
1. O -0.65
2. H 0.31
3. H 0.32
4. O -0.65
5. H 0.31

[15]
The following is a DFT calculation (ωB97M-V/def2-TZVPD) of a 2-piece molecular cluster, H4O2 overall at a distorted geometry.

CARTESIAN COORDINATES (ANGSTROEM)
O 1.2802 0.0425 -0.0831
H 0.9575 0.2701 0.7802
H 2.2014 -0.3124 0.0020
O -1.4272 -0.0786 0.0250
H -1.4114 0.8503 -0.2418
H -0.5716 -0.5190 -0.0760

Charge: 0
Energy relative to the best compared isomer or geometry (same formula, charge and spin): 0.2018 eV
Structure (SMILES): O.O
Strongest force on any atom: 1.9 eV Å⁻¹
E_HOMO: -11.15 eV

Results of the Mulliken charge analysis, in e, for atoms 1 through 5:
1. O -0.69
2. H 0.35
3. H 0.32
4. O -0.67
5. H 0.32

[16]
The following is a DFT calculation (ωB97M-V/def2-TZVPD) of a 2-piece molecular cluster, H4O2 overall.

CARTESIAN COORDINATES (ANGSTROEM)
O -21.7229 11.5859 0.6052
H -22.0702 10.7446 0.9228
H -20.9408 11.3490 0.0925
O -21.5225 14.2961 -1.5583
H -20.8958 14.3006 -0.8265
H -22.0593 13.5077 -1.4099

Charge: 0
Energy relative to the best compared isomer or geometry (same formula, charge and spin): 0.1233 eV
Structure (SMILES): O.O
Strongest force on any atom: 0.2 eV Å⁻¹
E_HOMO: -11.34 eV

Results of the Mulliken charge analysis, in e, for atoms 1 through 5:
1. O -0.64
2. H 0.31
3. H 0.33
4. O -0.64
5. H 0.32

[17]
The following is a DFT calculation (ωB97M-V/def2-TZVPD) of a 2-piece molecular cluster, H4O2 overall at a distorted geometry.

CARTESIAN COORDINATES (ANGSTROEM)
O -0.6188 -0.8420 -3.4454
H -1.4313 -1.1477 -3.0476
H 0.0325 -0.6770 -2.7441
O 0.9568 0.6413 3.3071
H -0.0031 0.7930 3.3822
H 1.0639 1.2324 2.5478

Charge: 0
Energy relative to the best compared isomer or geometry (same formula, charge and spin): 0.3041 eV
Structure (SMILES): O.O
Strongest force on any atom: 1.5 eV Å⁻¹
E_HOMO: -11.66 eV

Results of the Mulliken charge analysis, in e, for atoms 1 through 5:
1. O -0.64
2. H 0.32
3. H 0.32
4. O -0.63
5. H 0.32

[18]
The following is a DFT calculation (ωB97M-V/def2-TZVPD) of a 2-piece molecular cluster, H4O2 overall.

CARTESIAN COORDINATES (ANGSTROEM)
H 0.0267 0.6102 -1.6297
H -1.5097 0.2235 -1.7155
O -0.8533 0.7871 -1.2449
H -0.0261 -0.3749 1.7276
H 1.4013 -0.9159 1.1060
O 0.9611 -0.3301 1.7566

Charge: +1
<S²>: 0.759
Energy relative to the best compared isomer or geometry (same formula, charge and spin): 1.3072 eV
Multiplicity: 2
Strongest force on any atom: 0.7 eV Å⁻¹
E_HOMO (alpha / beta): -19.87 / -16.57 eV

Results of the Mulliken charge analysis, in e, for atoms 1 through 5:
1. H 0.40
2. H 0.42
3. O -0.42
4. H 0.43
5. H 0.43

[19]
The following is a DFT calculation (ωB97M-V/def2-TZVPD) of a 2-piece molecular cluster, H4O2 overall at a distorted geometry.

CARTESIAN COORDINATES (ANGSTROEM)
O 6.1442 11.3284 -14.4555
H 5.3822 10.8694 -14.1020
H 6.4450 11.8836 -13.7362
O 4.5491 9.6090 -12.4749
H 5.2111 8.9950 -12.1570
H 4.5171 10.2942 -11.8073

Charge: +1
<S²>: 0.757
Energy relative to the best compared isomer or geometry (same formula, charge and spin): 1.1472 eV
Multiplicity: 2
Strongest force on any atom: 2.2 eV Å⁻¹
E_HOMO (alpha / beta): -19.51 / -17.75 eV

Results of the Mulliken charge analysis, in e, for atoms 1 through 5:
1. O -0.12
2. H 0.44
3. H 0.44
4. O -0.56
5. H 0.41

[20]
The following is a DFT calculation (ωB97M-V/def2-TZVPD) of one molecule with the formula H4O3SSi at a distorted geometry.

CARTESIAN COORDINATES (ANGSTROEM)
O -0.6897 0.3692 1.3259
Si -0.0753 0.0062 -0.0826
O -0.5721 1.1359 -1.2203
O -1.0037 -1.5498 -0.5126
S 1.9400 -0.6827 -0.0093
H -0.6970 1.2121 1.7908
H -0.0710 1.0189 -2.0280
H -1.4584 -1.9793 0.2811
H 2.6272 0.4695 0.4549

Charge: 0
Energy relative to the best compared isomer or geometry (same formula, charge and spin): 0.5298 eV
Structure (SMILES): O[Si](O)(O)S
Strongest force on any atom: 4.7 eV Å⁻¹
E_HOMO: -10.17 eV

Results of the Mulliken charge analysis, in e, for atoms 1 through 5:
1. O -0.43
2. Si 0.73
3. O -0.45
4. O -0.59
5. S -0.32